2 unconnected molecules or ions with the total composition C3H11N3 at a distorted geometry, computed with ωB97M-V/def2-TZVPD.

Values from the calculation:
- SMILES = [H]/N=C/N.CCN
- HOMO energy (eV) = -9.06
- energy relative to the best compared isomer or geometry (same formula, charge and spin) (kJ/mol) = 243.83
- HOMO-LUMO gap (eV) = 9.73

Geometry as XYZ:
```
17
C3H11N3, DFT ωB97M-V/def2-TZVPD
C -1.09 0.44 -2.25
C 0.40 0.90 -1.75
N 0.52 2.42 -1.87
H -1.27 0.71 -3.23
H -1.19 -0.66 -2.22
H -1.87 0.67 -1.55
H 0.34 0.76 -0.63
H 1.09 0.07 -2.13
H -0.39 2.91 -1.73
H 0.97 2.56 -0.95
N 0.83 -2.01 1.78
C 0.18 -1.14 2.61
N 0.60 -0.93 3.83
H 0.41 -2.59 1.01
H 1.60 -2.44 2.27
H -0.92 -0.90 2.36
H -0.21 -0.80 4.46
```

Atom charges from the natural (NBO) analysis, given in e for atoms 1 to 5: -0.623, -0.226, -0.833, 0.205, 0.199


A molecular structure, C13H14F3IN2O3PdS at a distorted geometry, computed with ωB97M-V/def2-TZVPD.

Values from the calculation:
- <S²> = 2.01
- HOMO energy (alpha / beta) (eV) = -8.07 / -8.32
- spin multiplicity = 3
- energy relative to the best compared isomer or geometry (same formula, charge and spin) (kJ/mol) = 228.00
- HOMO-LUMO gap (alpha / beta) (eV) = 6.85 / 7.08

Geometry as XYZ:
```
38
C13H14F3IN2O3PdS, DFT ωB97M-V/def2-TZVPD
C -2.04 -1.19 -2.37
C -2.74 -0.21 -1.61
H -1.73 -0.94 -3.38
H -2.90 -1.85 -2.45
H -1.28 -1.91 -1.86
H -2.98 0.80 -1.10
H -3.13 0.05 -2.63
H -3.28 -0.93 -1.01
C 2.20 -1.02 -1.27
C 3.57 -0.94 -1.55
C 4.30 0.05 -0.87
C 3.68 0.92 0.01
H 1.52 -1.74 -1.74
H 4.00 -1.61 -2.27
H 5.40 0.12 -1.08
H 4.19 1.72 0.51
N 1.65 -0.16 -0.46
C 2.29 0.81 0.21
C 1.45 1.73 0.98
N 0.13 1.53 0.89
C -0.80 2.21 1.51
C 0.92 3.63 2.36
C -0.44 3.31 2.27
H -1.83 1.86 1.36
H -1.22 3.87 2.76
C 1.87 2.84 1.72
H 2.92 3.05 1.76
H 1.21 4.52 2.97
Pd -0.44 0.11 -0.47
I -0.43 1.60 -2.73
F -3.13 -4.38 1.42
C -2.83 -3.09 1.12
F -3.20 -2.92 -0.21
F -3.62 -2.28 1.87
S -1.06 -2.53 1.29
O -0.77 -3.06 2.61
O -0.29 -2.99 0.14
O -1.18 -0.98 1.28
```

Atom charges from the natural (NBO) analysis, given in e for atoms 1 to 5: -0.621, -0.816, 0.225, 0.231, 0.209


A molecular structure, C4H2O2Rh at a distorted geometry, computed with ωB97M-V/def2-TZVPD.

Values from the calculation:
- <S²> = 6.04
- HOMO energy (alpha / beta) (eV) = -2.16 / -3.74
- spin multiplicity = 5
- HOMO-LUMO gap (alpha / beta) (eV) = 6.55 / 7.14
- net charge = -1

Geometry as XYZ:
```
9
C4H2O2Rh, DFT ωB97M-V/def2-TZVPD
O -0.61 -1.25 -1.54
C 0.42 -0.27 -1.62
C 1.22 0.15 -0.57
C 1.11 -0.10 0.82
H 0.62 0.07 -2.66
C -0.17 0.29 1.68
O -1.21 1.13 1.35
Rh -1.23 -0.03 -0.21
H -0.15 0.02 2.75
```

Atom charges from the natural (NBO) analysis, given in e for atoms 1 to 5: -0.749, -0.024, -0.278, -0.220, 0.158


14 unconnected molecules or ions with the total composition C3H30NO16 at a distorted geometry, computed with ωB97M-V/def2-TZVPD.

Values from the calculation:
- HOMO energy (eV) = -7.02
- energy relative to the best compared isomer or geometry (same formula, charge and spin) (kJ/mol) = 241.24
- HOMO-LUMO gap (eV) = 9.54
- net charge = -1

Geometry as XYZ:
```
50
C3H30NO16, DFT ωB97M-V/def2-TZVPD
O 1.58 -4.26 0.73
C 0.92 -3.37 0.31
C 1.54 -1.99 0.46
N 0.98 -1.12 -0.52
C 0.16 0.00 -0.53
O 0.05 0.34 -1.74
O -0.25 0.32 0.61
H -0.09 -3.41 -0.15
H 1.29 -1.69 1.45
H 2.68 -1.93 0.42
H 1.54 -1.39 -1.35
H -1.75 2.10 -2.66
H -0.49 1.88 -1.84
O -1.06 2.59 -2.11
H -3.89 2.27 1.13
H -4.51 1.09 0.34
O -4.53 1.54 1.24
H -2.21 1.89 2.01
H -1.04 1.58 1.32
O -1.44 2.34 1.78
H 3.90 -0.36 1.68
H 3.66 1.05 1.68
O 4.51 0.39 1.57
H 1.28 -2.20 -4.13
H 0.54 -1.94 -2.94
O 0.65 -2.57 -3.58
H -2.63 -2.25 1.53
H -1.92 -3.07 0.54
O -2.76 -3.00 1.00
H -3.23 0.59 -1.56
H -2.69 -0.68 -2.24
O -3.46 -0.07 -2.15
H -3.42 -0.17 2.30
H -1.76 -0.12 1.99
O -2.65 -0.53 1.79
H 1.75 2.00 2.02
H 1.17 0.59 1.69
O 1.91 1.05 2.06
H -2.24 2.43 -1.06
H -1.99 1.27 -0.04
O -2.64 1.76 -0.58
H 2.26 -0.19 -2.73
H 3.47 -0.86 -3.00
O 2.73 -0.59 -3.44
H 4.97 -0.43 -0.31
H 3.53 -0.11 -0.39
O 4.19 -0.76 -0.68
H 0.37 4.08 2.38
H 0.20 2.61 2.93
O 0.83 3.34 2.79
```

Atom charges from the natural (NBO) analysis, given in e for atoms 1 to 5: -0.515, 0.447, -0.357, -0.698, 0.917


7 unconnected molecules or ions with the total composition C18H18F7O18 at a distorted geometry, computed with ωB97M-V/def2-TZVPD.

Values from the calculation:
- HOMO energy (eV) = -7.63
- energy relative to the best compared isomer or geometry (same formula, charge and spin) (kJ/mol) = 321.79
- HOMO-LUMO gap (eV) = 9.50
- net charge = -1

Geometry as XYZ:
```
61
C18H18F7O18, DFT ωB97M-V/def2-TZVPD
F -0.28 0.15 0.38
C 3.85 -0.96 1.62
C 2.48 -1.60 1.37
O 2.23 -2.42 2.48
C 3.33 -2.46 3.17
O 3.54 -3.19 4.23
O 4.24 -1.64 2.78
F 2.68 -2.44 0.18
H 3.90 0.07 1.66
H 4.63 -1.32 0.82
H 1.85 -0.97 1.07
C -1.39 -2.95 -0.16
C -1.92 -3.49 1.14
O -1.51 -4.79 1.29
C -0.94 -5.19 0.12
O -0.46 -6.30 -0.18
O -0.90 -4.22 -0.72
F -3.29 -3.41 1.12
H -0.51 -2.25 -0.13
H -2.09 -2.48 -0.57
H -1.65 -3.05 2.02
C -0.07 3.08 -1.96
C -1.21 3.10 -0.95
O -2.41 3.20 -1.70
C -2.06 3.28 -2.96
O -2.91 3.42 -3.89
O -0.82 3.12 -3.19
F -1.11 4.12 -0.02
H 0.54 2.27 -1.99
H 0.38 4.04 -1.96
H -1.23 1.98 -0.49
C 0.99 3.27 2.12
C 2.05 3.06 3.16
O 3.12 3.79 2.70
C 2.87 4.39 1.72
O 3.49 5.37 1.23
O 1.77 3.95 1.15
F 2.53 1.66 3.22
H 0.23 3.85 2.68
H 0.41 2.61 1.72
H 1.53 3.33 4.00
C 2.31 -0.93 -3.43
C 1.04 -1.10 -2.68
O 0.74 -2.39 -2.80
C 1.45 -2.94 -3.85
O 1.53 -4.09 -4.17
O 2.34 -1.99 -4.22
F 0.01 -0.44 -3.34
H 2.93 -0.88 -2.59
H 2.55 -0.08 -4.04
H 1.12 -0.79 -1.57
C -3.57 0.20 -0.31
C -3.61 0.86 1.12
O -4.97 0.62 1.40
C -5.61 -0.29 0.66
O -6.69 -0.69 0.81
O -4.77 -0.51 -0.35
F -3.34 2.20 1.10
H -2.55 -0.11 -0.94
H -3.89 0.97 -0.91
H -2.87 0.41 1.82
```

Atom charges from the natural (NBO) analysis, given in e for atoms 1 to 5: -0.962, -0.125, 0.441, -0.438, 0.963